#1
Entry from OMol25: an isolated molecule of C5H9N (wB97M-V/def2-TZVPD).

Positions of all 15 atoms, in Å:
C 0.808 0.614 1.588
N -1.005 -2.188 -0.057
C -1.001 -0.811 0.353
C 0.300 -0.157 0.358
C -0.023 1.127 -1.809
C -0.552 0.687 -0.613
H 1.640 0.102 2.066
H 1.110 1.615 1.272
H 0.034 0.766 2.340
H -0.993 -2.168 -1.080
H -0.287 -2.734 0.411
H 1.069 -0.726 -0.165
H -0.109 2.176 -2.041
H 0.271 0.397 -2.550
H -1.261 1.300 -0.073

* HOMO: -7.2935 eV
* LUMO energy: -0.2 eV
* HOMO-LUMO gap: 7.1 eV
* charge: 0

Results of the natural (NBO) charge analysis, in e, for atoms 1 through 6:
1. C -0.603
2. N -0.879
3. C 0.163
4. C -0.328
5. C -0.364
6. C -0.232


#2
Entry from OMol25: an isolated molecule of C5H9N (wB97M-V/def2-TZVPD).

Positions of all 15 atoms, in Å:
C -2.811 0.629 0.145
C -1.834 -0.495 -0.234
C -0.395 -0.189 -0.131
C 0.803 -0.240 -0.009
C 2.195 -0.406 0.269
H -2.613 1.344 -0.764
H -2.638 1.071 1.169
H -3.806 0.336 0.232
H -1.862 -1.534 0.327
H -1.756 -0.665 -1.389
H 2.406 -0.723 1.328
H 2.215 -1.407 -0.240
H 3.657 0.374 -0.933
H 3.433 1.233 0.461
N 3.005 0.673 -0.230

* SMILES: CCC#CCN
* HOMO: -8.8755 eV
* LUMO energy: 1.0 eV
* HOMO-LUMO gap: 9.9 eV
* charge: 0

Results of the natural (NBO) charge analysis, in e, for atoms 1 through 6:
1. C -0.604
2. C -0.475
3. C -0.016
4. C -0.044
5. C -0.302
6. H 0.218


Which structure above is the least stable? It is #1.